Density functional theory data (ωB97M-V/def2-TZVPD) for a molecular structure, C28H27FeN2S2.

max |F|	0.501	eV/Å
multiplicity	2
LUMO level (spin up / spin down)	0.004 / 0.004	Eh
HOMO-LUMO gap (spin up / spin down)	7.28 / 7.30	eV
HOMO (spin up / spin down)	-0.26305 / -0.26398	hartree
energy above the lowest of the compared OMol25 structures with the same formula, charge and spin	0.0	kcal per mole

Each line ends with the Mulliken spin population.
Element x y z (Å)
Fe (-0.13303, 0.02736, -0.07575)  1.17
C (-2.14667, 0.70057, 0.55789)  -0.06
C (-2.05404, 0.67556, -0.87197)  0.06
C (-1.03599, 1.57512, -1.25750)  -0.11
C (-0.44601, 2.10643, -0.07183)  0.02
C (-1.20055, 1.61748, 1.04466)  -0.01
C (-1.09528, 2.11444, 2.44975)  0.00
C (0.62062, 3.15421, -0.03106)  0.00
C (-0.77259, 2.07845, -2.63823)  0.01
C (-2.99136, -0.02148, -1.80242)  0.01
C (-3.16972, -0.01141, 1.38295)  0.00
H (-1.75882, 2.97465, 2.57619)  0.00
H (-0.08561, 2.43845, 2.70169)  0.00
H (-1.39642, 1.36334, 3.17766)  0.00
H (0.22208, 4.12252, -0.34557)  0.00
H (1.44752, 2.90596, -0.69641)  0.00
H (1.02436, 3.27355, 0.97425)  0.00
H (-1.37250, 2.97917, -2.79914)  0.00
H (-1.05540, 1.35643, -3.40320)  0.00
H (0.27366, 2.33967, -2.78833)  0.00
H (-3.84947, 0.62047, -2.02096)  0.00
H (-3.36560, -0.95178, -1.37639)  0.00
H (-2.50884, -0.26783, -2.74595)  0.00
H (-3.96470, 0.68299, 1.66822)  0.00
H (-2.73535, -0.43124, 2.28929)  0.00
H (-3.61877, -0.83705, 0.83464)  0.00
S (-0.58026, -2.14703, 0.92672)  -0.02
C (-1.02253, -2.82365, -0.60285)  0.01
C (-1.61181, -4.09054, -0.74935)  0.00
C (-1.90620, -4.55221, -2.01173)  0.00
C (-1.61217, -3.75154, -3.11521)  0.00
C (-1.04138, -2.51760, -2.87653)  0.01
N (-0.75427, -2.04803, -1.66124)  0.02
H (-1.82001, -4.67978, 0.13278)  0.00
H (-2.35979, -5.52660, -2.14406)  0.00
H (-1.81737, -4.07417, -4.12614)  0.00
H (-0.80259, -1.87112, -3.71489)  0.00
S (3.84932, 0.61213, 1.83290)  0.00
C (2.76098, 0.24591, 3.13699)  0.00
C (3.04914, 0.17002, 4.49482)  0.00
C (2.03829, -0.21706, 5.35123)  0.00
C (0.77098, -0.53588, 4.85339)  0.00
C (0.48567, -0.45013, 3.50658)  0.00
C (1.48647, -0.03121, 2.63169)  -0.01
N (1.39432, 0.10371, 1.24895)  -0.01
C (2.55204, 0.38678, 0.71762)  0.00
C (2.63899, 0.38625, -0.72382)  -0.01
C (3.82546, 0.57687, -1.43193)  -0.01
C (3.80939, 0.45187, -2.80647)  0.01
C (2.61145, 0.12604, -3.43935)  -0.01
C (1.44201, -0.04570, -2.71402)  -0.01
C (1.40517, 0.09038, -1.32685)  -0.02
H (4.04027, 0.39456, 4.86470)  0.00
H (2.23404, -0.29207, 6.41223)  0.00
H (-0.00065, -0.86831, 5.53481)  0.00
H (-0.48981, -0.72311, 3.13097)  0.00
H (4.74875, 0.80862, -0.91210)  0.00
H (4.71436, 0.59021, -3.38272)  0.00
H (2.59308, 0.00334, -4.51587)  0.00
H (0.53718, -0.28700, -3.25380)  0.00